Entry from the Open Molecules 2025 dataset: C3H11NS as an isolated structure at a distorted geometry (wB97M-V/def2-TZVPD).

The geometry in XYZ format:
```
16
Properties=species:S:1:pos:R:3:forces:R:3:lowdin_charge:R:1
C 0.134034 -1.340049 0.791267 0.0472 0.1848 -0.2719 -0.21
C 1.071104 -0.137378 0.522071 0.8618 0.5127 -1.2993 -0.38
C 0.591678 1.201014 1.130236 -0.0768 -0.3133 -1.4603 -0.72
S -0.991175 1.846633 0.502984 0.0455 -0.0018 0.0145 0.21
H 0.438321 -1.796707 1.738862 -0.0298 -0.1193 -0.0957 0.05
H 0.173585 -2.123715 -0.006350 -0.0673 0.6041 0.6071 0.04
H -0.902667 -0.996077 0.937590 0.2660 -0.1361 -0.3532 0.04
H 2.027920 -0.368653 1.045721 -0.2685 0.1359 -0.6257 0.08
H 1.324702 0.061939 -0.617594 -0.5738 -0.7094 2.1622 0.09
H 1.329568 1.971351 0.936045 0.3867 -0.0175 0.0705 0.03
H 0.532969 1.046204 2.168063 -0.1667 -0.0147 1.6231 0.02
N -1.123192 0.080659 -1.855893 1.0981 0.9997 -0.2874 -0.05
H -0.849961 0.901279 -1.014060 -0.2875 -0.5323 -0.2062 -0.11
H -0.866131 0.403924 -2.821077 -0.0040 -0.3956 0.4773 -0.03
H -0.762526 -0.874421 -1.667561 -0.2288 0.2456 -0.2440 -0.02
H -2.128227 0.123997 -1.790305 -1.0022 -0.4427 -0.1108 -0.03
```
Forces are in eV/Å.

Summary:
Molecular weight: 93.2 g mol⁻¹
E_LUMO (spin up / spin down): 3.967 / 3.905 eV
Energy above the lowest of the compared OMol25 structures with the same formula, charge and spin: 12.8 kcal/mol
Gap between HOMO and LUMO (spin up / spin down): 3.5283 / 7.5379 eV
2S+1: 2
Net charge: -1
E_tot: -15613.0320 eV
Highest occupied orbital energy (spin up / spin down): 0.01613 / -0.13351 hartree
⟨S²⟩: 0.751

***

Entry from the Open Molecules 2025 dataset: a 2-piece molecular cluster, C3H11NS overall at a distorted geometry (wB97M-V/def2-TZVPD).

The geometry in XYZ format:
```
16
Properties=species:S:1:pos:R:3:forces:R:3:lowdin_charge:R:1
C -2.652445 1.877795 -0.121730 -0.0031 0.1701 0.2376 -0.71
S -0.896754 2.365879 -0.237860 0.2150 -0.3817 0.0310 0.12
H -2.970326 1.233360 -0.940435 0.0389 -0.1418 -0.0144 -0.02
H -2.834861 1.380839 0.832090 -0.1027 -0.1776 -0.0556 -0.02
H -3.312601 2.747075 -0.133272 0.0854 0.1052 -0.0646 -0.01
C 0.386882 -1.787757 0.414511 -1.9615 0.7665 -0.1961 -0.01
N 1.663846 -1.051564 0.403926 0.9239 -0.4765 -0.3363 -0.04
C 1.652569 0.094766 -0.529949 -0.8067 0.5195 -1.6853 -0.08
H 0.116083 -2.187447 1.385625 0.5996 -0.4400 0.0230 0.10
H -0.400917 -1.045127 0.234520 0.2638 0.2720 0.0962 0.10
H 0.237397 -2.468038 -0.417131 0.7457 -0.3253 0.1128 0.11
H 2.477324 -1.650195 0.252933 -0.2565 -0.2259 -0.2228 0.18
H 1.833002 -0.666975 1.318457 -0.1740 0.3198 0.6445 0.17
H 1.168641 -0.120610 -1.487823 0.0191 -0.8247 0.2430 0.10
H 2.618100 0.482221 -0.833421 0.3424 0.0058 0.8464 0.10
H 0.914061 0.795778 -0.140440 0.0708 0.8346 0.3404 -0.07
```
Forces are in eV/Å.

Summary:
Molecular weight: 93.2 g mol⁻¹
E_LUMO: -0.615 eV
Energy above the lowest of the compared OMol25 structures with the same formula, charge and spin: 72.3 kcal/mol
Gap between HOMO and LUMO: 4.8924 eV
Net charge: 0
E_tot: -15611.6136 eV
Highest occupied orbital energy: -0.20240 hartree

***

Entry from the Open Molecules 2025 dataset: a 2-piece molecular cluster, C3H11NS2 overall at a distorted geometry (wB97M-V/def2-TZVPD).

The geometry in XYZ format:
```
17
Properties=species:S:1:pos:R:3:forces:R:3:lowdin_charge:R:1
C 0.888321 2.457637 -0.827757 0.6432 -0.2388 -1.3434 -0.18
N 0.583829 1.327563 0.123170 -0.9936 1.8862 0.5464 -0.21
C -0.162628 1.937457 1.325372 2.0696 -2.8813 0.7568 -0.12
H 1.389791 2.019057 -1.817742 -0.6339 0.9940 2.3454 0.10
H 1.538588 3.335468 -0.341151 -1.3408 -1.8173 -1.1914 0.10
H -0.104602 2.875666 -1.258392 1.5682 -0.5589 1.1410 0.08
H 1.406257 0.816256 0.464333 -0.2765 0.7577 -0.4013 0.09
H -0.860288 1.214959 1.753812 -0.5954 -0.0202 -0.7369 0.06
H 0.512143 1.968097 2.228926 -0.1985 1.0122 -1.0163 0.08
H -0.647813 2.845175 1.067528 -0.2034 0.7564 -0.0844 0.05
C -0.320652 -3.813330 -0.030974 -2.7071 -0.3110 -0.4919 -0.36
S -1.955732 -3.029275 -0.853911 1.1985 -1.4329 1.3890 0.22
S -1.422797 -1.228702 -1.653131 2.4073 0.8417 1.5841 0.16
H 0.393870 -4.007807 -0.841441 -0.0630 0.1641 0.7001 0.02
H -0.071343 -3.161333 0.800917 0.5197 0.2830 -0.4293 0.00
H -0.732955 -4.745296 0.474567 0.5711 0.9254 -1.0448 0.04
H -0.433988 -0.811592 -0.614121 -1.9655 -0.3603 -1.7232 -0.12
```
Forces are in eV/Å.

Summary:
SMILES string: CNC.CSS
Molecular weight: 125.3 g mol⁻¹
E_LUMO: 0.826 eV
Energy above the lowest of the compared OMol25 structures with the same formula, charge and spin: 47.1 kcal/mol
Gap between HOMO and LUMO: 8.7487 eV
Net charge: 0
E_tot: -26447.9165 eV
Highest occupied orbital energy: -0.29114 hartree

***

Entry from the Open Molecules 2025 dataset: a 2-piece molecular cluster, C3H11NSi overall at a distorted geometry (wB97M-V/def2-TZVPD).

The geometry in XYZ format:
```
16
Properties=species:S:1:pos:R:3:forces:R:3:lowdin_charge:R:1
C 2.313519 -0.109816 -1.160648 0.3283 0.1883 1.8144 -0.31
Si 2.616033 0.055353 0.552460 -0.3011 -0.1694 -1.7173 0.68
H 3.084479 -0.454383 -1.829414 0.1901 -0.0818 -0.0472 -0.05
H 1.381547 0.139521 -1.636546 -0.2536 0.0752 0.0051 -0.05
H 1.651066 0.495406 1.553146 -0.3389 0.1189 -0.0040 -0.11
H 3.885564 -0.268018 1.184438 0.3324 -0.1200 -0.0395 -0.12
C -1.554361 1.111516 -0.211963 -0.1888 -0.2877 0.2162 -0.11
C -1.792256 -0.173186 0.572182 -0.0543 0.2533 0.1000 -0.37
N -1.217952 -1.294921 -0.148604 0.1638 -0.2177 -0.0971 -0.02
H -1.921792 0.986198 -1.226950 -0.0222 0.0403 -0.1169 0.07
H -2.074954 1.943651 0.255035 0.0287 0.1533 0.0224 0.07
H -0.491824 1.339834 -0.254595 0.1466 0.0977 -0.0252 0.05
H -1.389099 -0.058865 1.594764 -0.1431 0.0008 -0.1417 0.10
H -2.868363 -0.351983 0.657762 0.0754 0.0484 0.0699 0.10
H -0.210119 -1.188496 -0.221702 -0.0738 -0.1454 -0.0079 0.02
H -1.411493 -2.171816 0.320636 0.1106 0.0457 -0.0310 0.06
```
Forces are in eV/Å.

Summary:
SMILES string: C=[SiH2].CCN
Molecular weight: 89.2 g mol⁻¹
E_LUMO: 0.257 eV
Energy above the lowest of the compared OMol25 structures with the same formula, charge and spin: 53.7 kcal/mol
Gap between HOMO and LUMO: 9.0070 eV
Net charge: 0
E_tot: -12654.8180 eV
Highest occupied orbital energy: -0.32155 hartree

***

Entry from the Open Molecules 2025 dataset: a 2-piece molecular cluster, C3H11O overall at a distorted geometry (wB97M-V/def2-TZVPD).

The geometry in XYZ format:
```
15
Properties=species:S:1:pos:R:3:forces:R:3:lowdin_charge:R:1
O -2.131160 0.793289 -0.428448 0.0503 -0.7843 -0.7874 0.30
H -2.665175 1.448099 0.052163 0.1847 0.2007 -0.0082 0.20
H -2.278396 0.717226 -1.392860 -0.2947 0.2124 0.2287 0.20
H -1.163773 0.658422 -0.199395 0.0056 0.4048 0.5961 0.10
C 0.606429 0.756353 0.802097 -0.4057 0.0501 0.0426 -0.12
C 1.363092 -0.455434 0.282640 0.0672 0.5178 0.1767 -0.29
C 0.445058 -1.356817 -0.501466 0.1398 -0.2615 -0.0737 -0.12
H 0.402827 1.424412 -0.042034 -0.0676 0.2688 -0.1291 0.08
H 1.095062 1.378058 1.546694 0.3101 -0.0178 -0.0555 0.10
H -0.332475 0.466519 1.302203 0.0613 -0.1745 0.0673 0.08
H 1.841938 -0.974837 1.100925 0.0679 -0.2263 0.1797 0.11
H 2.144030 -0.097905 -0.381928 0.2712 -0.0141 0.0366 0.11
H 0.995741 -2.213429 -0.887074 -0.1612 -0.0194 -0.1394 0.09
H -0.372956 -1.738311 0.108741 -0.1191 -0.0406 0.0342 0.08
H 0.049759 -0.805645 -1.362258 -0.1095 -0.1163 -0.1688 0.07
```
Forces are in eV/Å.

Summary:
Molecular weight: 63.1 g mol⁻¹
E_LUMO: -4.687 eV
Energy above the lowest of the compared OMol25 structures with the same formula, charge and spin: 0.1 kcal/mol
Gap between HOMO and LUMO: 11.1809 eV
Net charge: +1
E_tot: -5328.4293 eV
Highest occupied orbital energy: -0.58315 hartree

***

> The highest net charge belongs to which entry?

C3H11O